1.
Computed, not measured: a cluster of 2 separate species, C2H8OS2 in total, with the ωB97M-V functional and the def2-TZVPD basis.

Values from the calculation:
* gap between HOMO and LUMO: 8.993 eV
* total energy: -25921.418 eV
* net charge: 0
* E_HOMO: -0.3144 Eh
* LUMO energy: 0.44 eV
* ΔE to the lowest compared entry with this formula, charge and spin: 0.5177 eV

CARTESIAN COORDINATES (ANGSTROEM)
C  -0.106  -2.131  0.234
S  -0.075  -0.799  -0.964
S  1.967  -0.313  -0.883
C  1.757  1.459  -0.322
H  -0.204  -1.883  1.290
H  0.787  -2.752  0.131
H  -0.906  -2.833  -0.022
H  2.652  2.018  -0.543
H  1.474  1.316  0.714
H  0.956  1.966  -0.856
O  -2.766  1.658  0.524
H  -3.373  1.312  -0.126
H  -2.163  0.982  0.824

---

2.
Computed, not measured: a structure of composition C32H29N7O5V, with the ωB97M-V functional and the def2-TZVPD basis.

Values from the calculation:
* multiplicity: 3
* gap between HOMO and LUMO (spin up / spin down): 6.513 / 6.660 eV
* total energy: -80007.311 eV
* net charge: +1
* E_HOMO (spin up / spin down): -0.3586 / -0.3586 Eh
* LUMO energy (spin up / spin down): -3.24 / -3.10 eV
* <S²>: 2.011

CARTESIAN COORDINATES (ANGSTROEM)
V  -0.444  0.209  -0.202
C  1.285  2.116  1.331
N  0.440  2.126  0.115
C  -0.636  3.145  0.234
C  -1.818  2.765  -0.622
C  -2.496  3.686  -1.393
C  -3.575  3.248  -2.148
C  -3.928  1.911  -2.103
C  -3.179  1.051  -1.324
N  -2.141  1.462  -0.588
C  1.256  2.290  -1.115
C  2.075  1.032  -1.360
C  3.114  1.043  -2.260
C  3.832  -0.131  -2.452
C  3.496  -1.254  -1.722
C  2.424  -1.193  -0.847
N  1.713  -0.071  -0.670
C  0.582  1.336  2.413
C  0.838  1.551  3.753
C  0.134  0.815  4.691
C  -0.816  -0.093  4.255
C  -1.009  -0.257  2.898
N  -0.315  0.431  1.980
H  1.495  3.137  1.658
H  2.234  1.639  1.092
H  -0.259  4.139  -0.014
H  -0.952  3.156  1.279
H  -2.183  4.721  -1.406
H  -4.124  3.941  -2.772
H  -4.754  1.524  -2.682
H  -3.398  -0.007  -1.289
H  1.919  3.155  -1.033
H  0.581  2.455  -1.957
H  3.356  1.949  -2.801
H  4.648  -0.159  -3.163
H  4.034  -2.185  -1.832
H  2.088  -2.055  -0.285
H  1.574  2.287  4.049
H  0.314  0.960  5.748
H  -1.405  -0.675  4.949
H  -1.733  -0.959  2.513
O  -0.020  -2.074  -2.445
C  -0.251  -0.960  -2.869
O  -0.539  0.092  -2.123
C  -0.183  -0.656  -4.334
C  0.165  -1.668  -5.221
C  0.293  -1.398  -6.577
C  0.084  -0.112  -7.056
C  -0.262  0.872  -6.151
C  -0.406  0.630  -4.803
N  -0.474  2.257  -6.643
O  -0.641  3.127  -5.809
O  -0.487  2.429  -7.841
H  0.332  -2.664  -4.834
H  0.559  -2.188  -7.265
H  0.188  0.131  -8.103
H  -0.697  1.426  -4.135
N  0.560  -3.462  0.458
C  1.285  -4.655  0.377
C  1.979  -5.146  1.480
C  2.756  -6.289  1.365
C  2.857  -6.959  0.153
C  2.160  -6.471  -0.944
C  1.379  -5.329  -0.839
H  -0.010  -3.201  -0.331
H  0.225  -3.173  1.360
H  1.902  -4.632  2.433
H  3.289  -6.657  2.233
H  3.462  -7.851  0.068
H  2.216  -6.988  -1.893
H  0.831  -4.954  -1.697
O  -3.382  -2.776  0.159
C  -2.477  -2.033  0.145
N  -1.539  -1.282  0.148

---

3.
Computed, not measured: a structure of composition C3H5N5, with the ωB97M-V functional and the def2-TZVPD basis.

Values from the calculation:
* gap between HOMO and LUMO: 6.886 eV
* total energy: -10637.545 eV
* net charge: 0
* E_HOMO: -0.2878 Eh
* LUMO energy: -0.95 eV
* ΔE to the lowest compared entry with this formula, charge and spin: 5.3288 eV

CARTESIAN COORDINATES (ANGSTROEM)
C  1.295  -0.028  -0.055
C  0.649  1.208  -0.187
C  -1.385  -0.092  -0.014
H  3.038  -1.015  0.109
H  2.934  0.740  0.951
H  1.016  2.322  -0.110
H  -1.250  1.893  -0.438
H  -3.477  0.612  0.101
N  2.619  -0.061  -0.037
N  -0.688  1.162  0.180
N  -2.646  -0.194  0.026
N  -0.707  -1.263  -0.002
N  0.620  -1.227  -0.035

---

4.
Computed, not measured: a cluster of 2 separate species, C3H3NO3 in total, with the ωB97M-V functional and the def2-TZVPD basis.

Values from the calculation:
* gap between HOMO and LUMO: 9.717 eV
* total energy: -10787.268 eV
* net charge: 0
* E_HOMO: -0.3390 Eh
* LUMO energy: 0.49 eV
* ΔE to the lowest compared entry with this formula, charge and spin: 5.4327 eV

CARTESIAN COORDINATES (ANGSTROEM)
C  3.431  -1.452  -0.039
C  0.388  0.307  -0.022
C  0.999  1.561  -0.132
N  -0.553  -0.294  0.522
O  2.038  1.879  0.399
O  4.344  -0.772  0.028
O  -0.775  -1.709  0.276
H  -0.733  -1.952  -0.640
H  0.434  2.055  -1.005
H  -1.319  -0.250  1.220